# 1
The following is a quantum chemistry calculation of a cluster of 5 separate species, C5H21NO4S in total, from the OMol25 dataset.

```
32
Properties=species:S:1:pos:R:3:forces:R:3:mulliken_charge:R:1
C 1.8165 -1.5413 -1.8393 -1.01 0.91 0.38 -0.72
S 1.9618 -1.5363 -0.0215 -0.48 0.42 0.69 -0.16
C 0.5675 -0.5900 0.7838 0.89 0.94 -0.89 -0.31
C -0.1932 -1.4440 1.7679 -0.29 1.59 1.68 -0.64
C -1.0695 -0.5377 2.8011 0.51 0.23 -3.05 0.22
C -0.2074 0.5654 3.3875 0.96 -0.35 0.40 -1.28
N -2.1132 0.1324 2.0356 -1.10 0.26 0.83 -0.64
H 2.6521 -0.9409 -2.2221 0.15 -1.39 -0.21 0.28
H 1.5946 -2.5739 -2.0615 1.18 -0.35 -0.70 0.38
H 0.9563 -1.0628 -2.3216 -0.34 0.19 0.93 0.09
H -0.0142 -0.1371 -0.0344 -0.28 -0.67 0.21 0.21
H 0.9608 0.3218 1.2436 0.54 -0.51 -0.01 0.20
H -0.7704 -2.0898 1.1310 -0.66 -0.75 0.49 0.24
H 0.4337 -1.9577 2.5019 0.46 -0.52 -0.76 0.40
H -1.4171 -1.2129 3.5913 -0.39 0.27 -0.19 0.30
H 0.6510 0.0249 3.8360 0.02 0.77 -0.25 0.31
H 0.1176 1.3197 2.6273 -0.13 -0.80 0.65 0.27
H -0.6742 1.1305 4.1928 -0.34 -0.19 0.00 0.38
H -1.8423 1.0161 1.6266 0.21 -0.22 0.13 0.23
H -2.6053 -0.4116 1.3510 0.13 -0.36 -0.14 0.25
O -2.6518 -1.1626 -1.2307 0.28 0.28 0.19 -0.57
H -3.5779 -0.9673 -1.3973 -0.01 -0.17 -0.20 0.28
H -2.3320 -1.7324 -1.9353 -0.26 -0.11 -0.03 0.30
O 2.0610 1.0252 -3.5641 0.00 -0.86 0.67 -0.66
H 2.7370 1.0840 -2.8755 0.12 0.22 -0.29 0.32
H 1.4281 0.4032 -3.1212 0.58 1.38 -0.88 0.31
O 1.3189 2.8155 -0.5866 -0.18 1.18 -1.58 -0.59
H 0.4368 3.2110 -0.6483 -0.12 -0.34 0.77 0.28
H 1.6207 3.1668 -1.4615 0.43 -0.77 0.94 0.30
O -0.2407 1.1236 -2.3997 -1.65 -0.68 -0.08 -0.46
H -1.0039 0.5505 -2.6283 0.52 0.39 0.39 0.24
H -0.6012 2.0078 -2.5286 0.25 0.02 -0.08 0.23
```
Positions in Å, forces in eV/Å.

Calculated values
- Strongest force on any atom: 3.1 eV Å⁻¹
- E_HOMO: -8.1 eV
- Charge: 0
- SMILES: CSCC[C@@H](C)N.O.O.O.O

***

# 2
The following is a quantum chemistry calculation of a cluster of 11 separate species, C5H28O10 in total, from the OMol25 dataset.

```
43
Properties=species:S:1:pos:R:3:forces:R:3:mulliken_charge:R:1
C 3.3401 1.1881 -0.7365 -0.48 0.63 -0.16 -1.03
C 2.4603 0.2359 -0.4348 1.27 -0.15 0.02 -0.01
C 2.7619 -0.9331 0.3918 -0.28 -1.20 0.31 1.44
C 1.7334 -1.7176 0.7284 -1.21 0.83 0.13 -1.49
C 4.1575 -1.3915 0.7096 0.01 0.25 -0.55 -1.48
H 4.3752 1.2542 -0.4345 0.01 -0.30 0.24 0.27
H 2.9738 2.0555 -1.2801 0.17 -0.12 -0.22 0.26
H 1.4761 0.2878 -0.8644 -0.23 -0.02 0.22 0.50
H 1.6798 -2.6204 1.3220 0.75 -0.04 0.02 0.32
H 0.7384 -1.3484 0.4701 0.05 -0.12 -0.16 0.24
H 4.1317 -2.1771 1.4556 0.04 -0.09 0.09 0.37
H 4.8449 -0.6131 1.0343 -0.11 0.16 0.06 0.37
H 4.5518 -1.8028 -0.2233 0.25 -0.06 0.09 0.30
O 0.8367 2.2990 2.2980 0.20 0.26 -0.35 -0.60
H 0.9451 2.8956 3.0414 0.07 -0.15 0.10 0.24
H 0.6551 1.4042 2.6607 0.01 0.39 0.02 0.42
O -2.2598 1.0153 2.0995 -0.55 -0.39 0.22 -0.63
H -1.9596 1.3020 1.2246 -0.08 0.40 0.01 0.37
H -2.8490 1.6769 2.4697 0.02 0.29 -0.40 0.27
O -2.5886 1.4506 -0.9131 -1.13 -0.53 1.76 -0.66
H -2.6528 2.1945 -1.5035 0.70 -0.26 -0.63 0.31
H -1.8597 0.8069 -0.9847 0.16 0.66 -1.20 0.32
O 0.1571 1.9276 -0.4619 -0.15 0.12 -0.40 -0.46
H -0.3209 2.6421 -0.8884 -0.04 0.34 0.30 0.25
H 0.9024 2.3260 0.0080 -0.15 -0.04 0.29 0.18
O -0.8762 -0.5751 -1.8356 0.11 0.13 0.15 -0.46
H -1.5587 -1.2591 -1.7382 0.35 -0.06 0.17 0.25
H -0.4795 -0.6374 -2.7107 -0.18 -0.02 -0.11 0.33
O -0.1814 0.1998 3.4746 -0.52 -0.44 0.60 -0.70
H -0.4043 -0.6338 3.0454 0.30 -0.07 -0.04 0.29
H -1.0550 0.6412 3.4750 0.62 -0.12 -0.27 0.39
O -0.3723 1.6195 -3.4935 -0.22 0.08 -0.18 -0.65
H 0.4205 2.0589 -3.8107 0.09 0.02 0.10 0.29
H -0.2709 1.5185 -2.5397 0.30 -0.12 0.03 0.30
O -2.3450 -2.2668 -0.3614 0.43 -0.17 -0.13 -0.69
H -3.0486 -2.5413 -0.9570 -0.25 -0.07 0.31 0.28
H -2.7763 -1.6907 0.2984 -0.27 -0.30 -0.43 0.39
O -4.3723 -0.9092 0.7014 0.17 1.93 0.97 -0.72
H -4.2145 -0.0164 0.3343 -0.07 -0.48 -1.16 0.32
H -4.2524 -0.5501 1.6012 -0.15 -1.09 0.31 0.34
O 0.8672 -2.9505 -2.1149 0.52 -0.05 -0.86 -0.63
H 0.5521 -2.3457 -1.4421 -0.32 -0.17 0.34 0.31
H 0.5061 -3.8295 -1.9932 -0.22 0.14 0.39 0.28
```
Positions in Å, forces in eV/Å.

Calculated values
- Strongest force on any atom: 2.2 eV Å⁻¹
- E_HOMO: -8.5 eV
- Charge: 0
- SMILES: C=CC(=C)C.O.O.O.O.O.O.O.O.O.O

***

# 3
The following is a quantum chemistry calculation of a cluster of 11 separate species, H22O11 in total, from the OMol25 dataset.

```
33
Properties=species:S:1:pos:R:3:forces:R:3:mulliken_charge:R:1
O 5.0291 0.8621 -9.7859 -0.02 0.26 0.09 -0.64
H 5.7081 0.6301 -10.4194 0.20 -0.08 -0.17 0.32
H 4.4709 0.0860 -9.7373 -0.16 -0.30 0.07 0.32
O 7.8675 -7.1470 -13.2642 -0.31 0.13 0.16 -0.63
H 8.2757 -6.8430 -14.0748 0.10 0.14 -0.23 0.32
H 8.5018 -7.7592 -12.8910 0.14 -0.19 0.14 0.32
O 5.8093 -9.0469 -9.0912 -0.18 -0.04 -0.20 -0.63
H 6.2682 -8.2147 -8.9770 0.10 0.25 0.07 0.31
H 6.2740 -9.6577 -8.5193 0.10 -0.17 0.15 0.32
O 3.4882 -4.3755 -6.3648 -0.24 0.03 0.06 -0.63
H 4.0125 -3.8808 -6.9946 0.10 0.20 -0.20 0.31
H 4.0548 -5.0988 -6.0966 0.13 -0.21 0.09 0.32
O 8.7114 -6.0319 -7.1514 -0.14 -0.32 0.15 -0.64
H 9.4007 -5.4292 -6.8724 0.18 0.18 0.02 0.32
H 8.3779 -5.6548 -7.9655 -0.10 0.22 -0.26 0.32
O 6.6287 -4.7133 -10.2623 0.11 0.00 0.33 -0.62
H 6.2872 -3.9115 -10.6582 -0.13 0.28 -0.08 0.30
H 6.7635 -5.3070 -11.0009 0.10 -0.28 -0.28 0.32
O 6.9932 -1.2783 -12.6452 0.05 -0.17 0.29 -0.62
H 6.2124 -1.2280 -13.1965 -0.25 -0.02 -0.15 0.31
H 7.6196 -0.6863 -13.0616 0.19 0.19 -0.08 0.31
O 3.0661 -2.4234 -9.6900 0.33 0.19 0.00 -0.60
H 2.8946 -3.3254 -9.9607 -0.02 -0.29 -0.01 0.31
H 2.2431 -1.9630 -9.8543 -0.25 0.13 0.03 0.30
O 3.6078 -8.5213 -13.5188 -0.12 -0.17 -0.10 -0.63
H 4.5100 -8.2821 -13.3065 0.31 0.00 0.09 0.32
H 3.1285 -7.6930 -13.4971 -0.15 0.16 0.01 0.31
O 9.5161 -2.6228 -8.6274 0.23 -0.16 0.04 -0.63
H 8.8525 -2.6542 -9.3165 -0.20 -0.09 -0.21 0.30
H 9.1624 -2.0116 -7.9813 -0.07 0.17 0.20 0.32
O 10.1702 -3.4667 -13.4301 0.12 -0.19 -0.11 -0.62
H 10.2017 -2.5793 -13.7875 0.06 0.19 -0.11 0.30
H 9.4384 -3.4511 -12.8132 -0.22 -0.03 0.20 0.31
```
Positions in Å, forces in eV/Å.

Calculated values
- Strongest force on any atom: 0.4 eV Å⁻¹
- E_HOMO: -11.4 eV
- Charge: 0
- SMILES: O.O.O.O.O.O.O.O.O.O.O

***

# 4
The following is a quantum chemistry calculation of an isolated molecule of C21H37N3OS, from the OMol25 dataset.

```
63
Properties=species:S:1:pos:R:3:forces:R:3:mulliken_charge:R:1
C -4.2813 -3.5154 0.4345 -0.27 0.15 0.07 -1.49
C -5.3099 -2.4057 0.2420 0.09 0.11 0.00 0.63
C -5.5955 -2.2040 -1.2430 -0.09 -0.05 0.29 -1.43
C -4.8374 -1.0848 0.8781 -0.12 -0.32 -0.13 -1.47
N -3.6134 -0.6027 0.2619 0.04 -0.08 0.11 0.68
C -2.4325 -0.6857 1.0954 0.25 -0.07 -0.12 -1.24
C -1.1908 -0.4537 0.2418 -0.08 -0.06 0.38 -0.47
N -1.2762 0.8338 -0.4212 0.03 -0.04 -0.12 0.49
C -0.0686 1.1371 -1.1761 -0.14 0.05 0.04 -1.23
C 1.1026 1.3062 -0.2677 0.39 -0.22 0.02 0.08
C 1.3392 2.3134 0.6138 -0.19 -0.15 -0.24 -0.29
C 2.5416 2.1463 1.3379 0.22 -0.19 0.06 -0.81
C 3.2087 1.0092 1.0082 -0.15 -0.12 -0.14 0.46
C 4.4881 0.4656 1.5487 0.04 -0.07 0.16 -0.87
N 5.2706 -0.1268 0.4827 0.04 0.03 0.15 0.27
C 5.8055 0.8742 -0.4212 -0.11 0.05 -0.38 -0.68
C 6.3993 0.1968 -1.6509 0.21 0.18 0.17 -0.74
C 7.5052 -0.7643 -1.2297 -0.22 -0.14 -0.12 -0.72
C 6.9422 -1.7511 -0.2132 0.21 0.17 0.17 -0.67
C 6.3243 -0.9985 0.9613 0.00 -0.33 -0.04 -0.79
S 2.3663 0.1172 -0.2127 -0.12 0.59 0.20 -0.08
C -2.4582 0.8640 -1.2604 -0.24 0.04 0.00 -1.64
C -3.7087 0.6870 -0.3961 0.03 0.28 -0.20 0.41
C -3.8679 1.8904 0.5597 -0.26 -0.01 -0.43 -0.89
C -4.6423 3.0328 -0.0965 0.41 0.06 0.36 -0.78
O -5.9516 2.6653 -0.4671 -0.48 -0.19 -0.05 -0.52
H -4.6503 -4.4499 0.0173 0.02 -0.12 -0.04 0.45
H -3.3565 -3.2523 -0.0711 0.17 0.01 -0.08 0.26
H -4.0734 -3.6719 1.4911 0.08 -0.07 0.13 0.34
H -6.2392 -2.6959 0.7470 0.02 0.02 0.00 0.39
H -5.9341 -3.1328 -1.6965 -0.03 -0.08 -0.10 0.46
H -4.6891 -1.8792 -1.7463 0.12 0.04 -0.12 0.22
H -6.3647 -1.4491 -1.3900 -0.11 0.11 -0.09 0.33
H -4.6968 -1.2363 1.9560 -0.02 0.07 0.00 0.51
H -5.6375 -0.3481 0.7513 0.02 0.07 0.06 0.47
H -2.3795 -1.6837 1.5336 0.01 0.04 0.04 0.52
H -2.4457 0.0499 1.9175 0.01 -0.07 0.01 0.29
H -0.3053 -0.4629 0.8802 -0.03 -0.05 -0.03 0.38
H -1.1009 -1.2720 -0.4958 0.01 0.00 0.01 0.26
H -0.2463 2.0752 -1.7126 0.03 -0.13 -0.05 0.48
H 0.1559 0.3508 -1.9194 -0.08 0.08 -0.04 0.35
H 0.6773 3.1512 0.7394 -0.18 0.16 -0.01 0.50
H 2.8958 2.8467 2.0740 0.13 0.11 0.13 0.45
H 5.0294 1.2700 2.0824 -0.06 -0.09 -0.02 0.25
H 4.2635 -0.3234 2.2769 0.10 0.09 -0.03 0.38
H 4.9917 1.5398 -0.7193 0.08 0.02 0.04 0.42
H 6.5813 1.4867 0.0778 -0.06 -0.01 0.01 0.33
H 5.6085 -0.3580 -2.1576 -0.06 0.03 -0.08 0.26
H 6.7860 0.9539 -2.3353 -0.04 0.01 -0.05 0.36
H 7.8985 -1.2964 -2.0977 0.08 0.02 0.01 0.33
H 8.3264 -0.2018 -0.7779 0.07 0.01 -0.01 0.33
H 6.1656 -2.3538 -0.6863 -0.02 -0.09 0.01 0.28
H 7.7254 -2.4179 0.1518 -0.02 -0.06 0.00 0.36
H 5.8891 -1.7117 1.6668 0.04 0.07 0.03 0.42
H 7.1115 -0.4289 1.4915 -0.04 -0.03 0.01 0.36
H -2.5003 1.8265 -1.7748 0.02 0.02 -0.05 0.33
H -2.4325 0.0629 -2.0203 -0.03 0.06 0.00 0.32
H -4.5833 0.6542 -1.0548 0.10 -0.01 0.03 0.66
H -2.8819 2.2463 0.8576 0.00 0.02 0.14 0.35
H -4.4071 1.5725 1.4574 0.02 0.04 0.09 0.41
H -4.1570 3.3410 -1.0247 0.03 0.06 0.05 0.31
H -4.6691 3.8986 0.5825 0.08 -0.06 -0.16 0.36
H -6.4150 2.3528 0.3184 0.02 0.05 -0.06 0.34
```
Positions in Å, forces in eV/Å.

Calculated values
- Strongest force on any atom: 0.6 eV Å⁻¹
- E_HOMO: -8.2 eV
- Charge: 0
- SMILES: CC(C)CN1CCN(Cc2ccc(CN3CCCCC3)s2)C[C@@H]1CCO

***

Computed DFT total energy, in the same sequence as the records: -26039.4225 -26113.5011 -22879.1880 -39730.3998 eV.
Computed lowest unoccupied orbital energy, in the same sequence as the records: -0.0019 0.0041 -0.0124 0.0303 hartree.
Computed ΔE to the lowest compared entry with this formula, charge and spin, in the same sequence as the records: 28.95 24.62 53.64 0.74 kcal/mol.